Computed, not measured: a cluster of 3 separate species, C23H42NO11P in total, with ωB97M-V with the def2-TZVPD basis set.

The frontier orbital gap comes out at 0.36771 Eh. The maximum force comes out at 3.5 eV/Å.

The geometry in XYZ format:
```
78
Properties=species:S:1:pos:R:3:forces:R:3:lowdin_charge:R:1
C 5.8489 -3.0478 -0.1837 -0.5 -0.5 -0.2 -0.070
H 4.6868 -0.2568 0.3440 -0.7 0.0 -0.1 0.116
C 3.8320 -0.1957 -0.3596 1.0 0.8 -1.5 -0.286
C 0.2163 1.8850 3.9817 0.1 -0.5 -0.4 -0.204
O 2.5678 -0.4472 0.2832 1.2 -1.8 0.1 -0.197
H -1.9216 -4.3509 -2.5538 0.3 0.0 0.6 0.091
H 0.4934 3.8599 9.1194 -0.2 -0.1 -0.2 0.091
O 0.1441 3.0917 7.2639 0.1 0.1 -0.1 -0.001
O -1.9433 -0.3795 -0.4870 0.0 -0.2 -0.6 -0.174
H -0.6560 1.9112 3.3269 -0.1 0.1 0.3 0.117
C -2.4988 0.3134 -1.6119 -0.3 0.3 -0.3 -0.086
H 5.8050 -2.8068 -1.2690 0.1 -0.2 0.7 0.072
H -0.4922 -2.1357 1.7794 0.3 0.2 -0.7 0.136
H -1.7496 3.5116 -8.0800 0.2 -0.1 0.1 0.122
C -4.2145 -0.8566 1.0289 0.4 -1.0 -0.7 -0.008
C 0.1539 2.9189 -2.9844 0.1 0.0 0.4 -0.028
H 6.4873 -3.9486 -0.0671 -0.2 0.7 0.0 0.073
H -2.5942 -1.9579 -1.6176 0.2 -0.2 0.8 0.156
H 1.0107 2.3505 -2.6280 0.0 0.0 -0.3 0.081
O 4.0413 -2.4842 1.4356 -1.3 0.2 -1.5 -0.223
C -1.0786 -4.4582 -1.8296 0.5 -0.4 -1.0 -0.100
H -1.9591 5.8194 -6.0855 -0.1 -0.1 0.0 0.075
C 3.8616 1.2003 -1.0506 -0.3 -0.1 0.4 -0.066
C 0.7549 0.4707 4.0489 -0.3 0.5 0.2 -0.079
C 0.7245 2.7379 6.1078 -0.1 -0.3 -0.2 -0.606
H -4.1203 -4.0067 -0.2541 -0.3 0.5 0.4 0.109
C -1.2033 -2.7604 -0.1665 0.4 0.8 0.1 -0.263
H 0.2608 3.9522 -2.6532 -0.2 0.0 0.0 0.104
H 4.8622 1.3826 -1.4953 -0.5 -0.3 0.3 0.082
O -0.2338 2.3419 5.2706 0.0 0.4 0.2 0.033
C -3.6454 -1.9154 0.2571 -1.5 -0.1 1.2 -0.122
C -4.4413 -3.1063 0.2968 0.8 1.1 0.1 -0.025
H 1.5572 -3.3602 -0.2192 -0.8 0.1 0.4 0.080
O -0.7871 3.3397 -6.2997 0.0 -0.2 0.2 0.035
O 1.9072 2.7600 5.8798 -0.1 0.1 0.1 0.120
H 1.6126 2.5775 8.6303 0.1 0.1 -0.1 0.098
H 1.2067 -3.7939 1.4991 0.2 0.6 -0.4 0.112
H -0.8238 5.7470 -7.4219 -0.1 -0.1 -0.1 0.082
H 1.0025 0.1014 3.0539 -0.2 0.3 0.4 0.037
H -2.8262 3.5341 -6.6929 0.1 0.0 0.2 0.123
O 0.1526 2.8609 -4.4110 -0.1 0.0 -0.1 0.009
H 0.1505 -1.0919 0.4966 -0.5 -0.6 -0.2 0.105
H -1.6779 -3.6006 0.3981 0.4 0.3 -0.6 0.146
H -3.5906 0.0880 -1.7092 0.7 0.1 0.0 0.102
C -5.6193 -3.1341 1.0632 -0.7 -1.9 -0.2 -0.169
C 1.2371 -2.9608 0.7659 1.0 0.4 -0.9 -0.178
C -5.4333 -1.0614 1.7050 -0.4 1.7 0.9 -0.156
H -1.9701 0.0132 -2.5491 -0.4 0.2 0.6 0.104
C 4.3892 -3.3605 0.3274 0.9 0.7 -0.8 -0.265
C -2.3373 -1.7507 -0.5470 -1.0 0.1 0.0 -0.240
H 1.7606 4.2235 7.9395 0.0 -0.1 -0.1 0.094
H -5.8338 -0.1828 2.2554 0.3 -0.6 -0.3 0.110
H -6.1668 -4.1016 1.0757 0.4 0.7 0.0 0.108
H 4.0234 -0.9462 -1.1673 -0.3 0.3 0.6 0.112
H 3.7027 -3.1202 -0.5156 0.3 -0.6 0.5 0.088
C -0.0957 -2.1454 0.7364 0.0 0.0 0.6 -0.143
H 0.9527 2.5758 3.5668 0.0 0.0 0.2 0.122
H -0.7499 2.4771 -2.5699 0.0 0.1 -0.1 0.069
H 6.2961 -2.1778 0.3350 -0.3 -0.6 -0.1 0.079
O -1.9012 3.8135 -4.3841 0.1 -0.1 0.0 0.123
H 0.0182 -0.1978 4.5023 -0.1 0.0 -0.1 0.087
H 4.2881 -4.4187 0.6406 -0.1 0.7 -0.1 0.124
H -3.7006 0.1148 1.0909 -0.4 -0.6 0.0 0.118
C -0.9459 3.3767 -4.9738 0.1 0.1 -0.1 -0.602
H -1.3594 -5.1537 -1.0105 0.1 0.6 -0.3 0.093
O -0.5905 -3.1956 -1.3883 -0.6 -0.8 0.8 -0.176
H -0.2475 -4.9439 -2.3944 -0.6 0.3 0.4 0.093
O 2.1820 -1.3103 2.6497 0.9 -0.6 -1.2 -0.293
N -6.2031 -2.1637 1.7943 2.5 0.3 -1.5 0.066
C -1.8657 3.8935 -7.0654 -0.3 0.3 -0.3 -0.214
C -1.8046 5.4073 -7.0834 0.1 0.1 0.3 -0.067
H -2.5693 5.8152 -7.7456 0.0 0.0 0.0 0.080
C 1.0679 3.4577 8.2871 0.1 0.1 0.3 -0.051
H 3.6701 2.0081 -0.3145 0.1 -0.5 -0.4 0.084
H 3.1122 1.2816 -1.8639 0.4 -0.2 0.5 0.062
H -2.4142 1.4145 -1.4860 0.2 -0.8 0.2 0.091
H 1.6529 0.4187 4.6638 0.1 0.0 -0.2 0.079
P 2.5714 -1.7606 1.2886 -1.3 0.3 3.2 0.599
```
Forces are in eV/Å.

***

Computed, not measured: a cluster of 4 separate species, C23H42O7 in total, with ωB97M-V with the def2-TZVPD basis set.

The frontier orbital gap comes out at 0.26008 Eh. The maximum force comes out at 8.8 eV/Å.

The geometry in XYZ format:
```
72
Properties=species:S:1:pos:R:3:forces:R:3:lowdin_charge:R:1
H 1.0217 -2.2615 0.3043 -0.1 -0.2 0.2 0.102
H -4.1236 -0.6235 -2.5248 0.1 0.1 0.0 0.066
H -0.3451 6.4899 0.0675 2.3 -1.3 -0.5 0.106
H -1.9187 -2.6710 -0.4305 0.0 0.0 -0.1 0.061
C 2.3340 0.1871 -4.6771 0.2 0.0 -0.1 -0.277
O 0.7728 0.4664 3.9447 1.5 0.3 -0.5 -0.101
C 2.3575 3.7715 -0.4214 1.3 1.2 -4.1 -0.178
H 4.1211 1.3200 -5.1321 -0.2 0.0 0.0 0.083
H -7.6594 -1.6512 -1.5499 0.1 0.2 0.1 0.118
H 2.6001 2.2168 -5.3678 0.1 -0.1 0.1 0.078
C 0.6246 1.7693 1.0039 -3.1 -3.8 0.1 -0.133
C 3.1530 2.5754 0.4328 -3.0 -2.2 1.7 0.089
H 4.1909 0.4033 3.7724 -2.1 0.8 -1.6 0.145
C 1.0108 4.3836 0.3514 -2.8 -2.2 2.5 -0.093
H -4.3621 -0.9162 -0.0441 0.1 0.0 -0.1 0.100
H -6.3624 -3.7180 -1.5566 0.0 0.1 0.1 0.077
C -1.0279 -2.0583 -0.2663 -0.4 -0.1 0.1 -0.086
C -1.0815 -5.5435 0.9659 0.0 0.0 -0.3 -0.084
C 3.2648 0.9870 3.2960 1.0 1.4 1.3 -0.147
H 4.3449 2.5435 0.4924 -3.0 0.0 -0.4 0.148
H 1.9616 2.0981 4.8042 -0.4 -2.2 -1.0 0.150
C 0.1270 -2.8920 0.2607 0.0 0.2 0.1 -0.271
H 1.3488 0.3366 -4.2226 0.0 0.1 0.1 0.106
H -1.2172 -4.5081 2.8315 0.2 0.2 -0.1 0.118
C 2.4825 0.0807 5.7491 0.2 0.5 -1.1 -0.084
H -0.1144 -6.0256 1.1403 -0.1 0.1 0.1 0.082
H -3.1961 0.6241 -1.6827 -0.1 0.0 0.0 0.073
H 3.2268 1.9302 -3.7400 -0.1 0.1 -0.1 0.056
H 3.6535 2.1077 3.1688 -0.9 -2.4 0.2 0.135
C -6.5677 -1.5677 -1.5248 0.0 0.0 0.2 -0.278
C 0.6871 6.0080 0.3358 3.8 1.0 1.2 -0.097
O -0.2232 0.7286 0.9060 5.5 6.8 0.7 -0.023
H 2.2129 7.8259 0.1511 -1.7 -1.3 1.7 0.071
H 2.3736 6.6790 1.7899 -0.3 -0.3 -2.8 0.076
C 2.0652 0.9899 4.4136 0.1 -1.0 1.4 -0.341
H 3.5363 0.4876 6.0904 -2.1 -1.1 -0.3 0.086
C -5.9935 -2.8643 -0.9806 0.3 0.0 0.1 -0.082
O -6.2686 -0.4350 -0.7136 -0.1 0.0 0.0 -0.166
H -0.7607 -1.5924 -1.2189 0.0 0.0 0.1 0.070
C 1.8424 6.8957 0.7590 -2.6 -2.0 -0.5 -0.016
C 2.2781 1.5643 1.1478 2.4 2.9 -1.5 -0.103
C -4.8902 -0.1086 -0.5604 -0.1 0.1 -0.1 -0.275
H 2.4190 -0.4509 -0.7044 0.0 0.0 -0.1 0.062
H 2.5457 -1.0349 5.4009 0.1 2.1 0.7 0.090
H -4.9010 -2.8705 -1.0365 -0.1 -0.1 0.0 0.058
H 1.6535 0.1601 6.5789 1.8 0.0 -1.7 0.092
H -2.1330 -3.7368 1.5489 0.0 0.0 -0.1 0.105
H 0.8695 -0.3707 3.4026 0.3 1.4 0.9 0.115
H 2.1542 -0.1591 -5.7005 0.1 -0.2 0.2 0.117
O 2.7469 4.1783 -1.6450 -2.4 -2.5 8.0 -0.034
O 2.8849 0.4694 1.9724 -1.4 3.0 -0.8 -0.138
H 4.0398 0.2006 -2.5390 0.0 0.1 0.0 0.107
H -1.8800 -6.2379 1.2433 0.1 0.1 0.0 0.076
H 0.3619 -3.7175 -0.4183 -0.1 -0.1 -0.1 0.110
H 1.6070 0.4618 -1.9825 0.0 0.0 0.1 0.072
C -1.1938 -4.2571 1.7657 0.2 0.0 0.0 -0.278
O 3.0346 -0.8617 -4.0141 0.0 -0.1 0.0 -0.162
H -6.2459 -1.3948 -2.5574 0.1 0.0 0.0 0.106
C 3.3535 -0.6455 -2.6423 -0.1 -0.1 0.0 -0.264
H -1.1626 -5.3530 -0.1082 -0.1 -0.1 0.1 0.066
H 1.4196 -1.2905 -1.9161 0.2 0.1 0.0 0.072
C 2.1302 -0.4721 -1.7590 -0.2 0.1 -0.1 -0.076
H -4.7757 1.0110 -2.4088 0.1 0.0 0.1 0.082
H -4.8505 0.7623 0.1029 -0.2 -0.2 0.0 0.119
H -6.2678 -2.9992 0.0705 -0.1 0.0 -0.1 0.083
C 3.1152 1.4885 -4.7345 0.1 0.1 0.3 -0.079
C 0.1292 3.3637 1.0455 3.4 1.7 -2.2 0.073
H -1.2979 -1.2741 0.4490 0.2 -0.1 -0.2 0.060
O -0.0851 -3.3810 1.5821 0.0 0.0 0.1 -0.165
C -4.2058 0.2475 -1.8686 0.0 -0.1 -0.2 -0.081
H 3.9021 -1.5330 -2.3088 -0.1 0.1 -0.3 0.121
H -0.8474 3.6639 1.6163 2.0 -0.8 -1.4 0.132
```
Forces are in eV/Å.

***

Computed, not measured: a cluster of 3 separate species, C23H43BN4O9S4 in total, with ωB97M-V with the def2-TZVPD basis set.

The frontier orbital gap comes out at 0.29471 Eh. The maximum force comes out at 4.1 eV/Å.

The geometry in XYZ format:
```
84
Properties=species:S:1:pos:R:3:forces:R:3:lowdin_charge:R:1
N 5.8235 3.8729 -1.9030 1.1 2.8 0.5 -0.041
O 4.6269 4.1197 -1.3214 -1.4 -1.7 0.6 -0.112
H 4.0661 5.2590 2.3223 -0.2 -0.2 -0.6 0.149
H -2.2354 2.0002 -0.8229 0.4 -1.4 0.7 0.130
H -2.5087 -6.4347 -1.8336 -0.1 0.0 0.0 0.123
C -1.8863 1.0421 -0.3084 -0.4 1.1 0.6 -0.182
H -1.1180 0.5436 -0.9840 -1.1 0.2 0.8 0.124
H 0.2328 4.8922 2.6383 -0.1 -1.7 0.4 0.091
N 5.4153 1.3042 2.2090 0.5 1.5 -2.2 -0.113
C -5.1391 -1.8753 -3.4960 -0.5 0.3 0.1 -0.208
H 3.6874 0.5353 1.0720 1.3 -0.2 0.8 0.080
O 6.1418 3.5199 1.1489 -1.4 -2.1 -0.1 0.063
C -2.5684 -0.8956 0.6999 1.7 -0.7 0.1 -0.172
H -1.4018 -6.4596 0.6027 -0.1 0.1 0.0 0.108
H -5.9767 -2.5725 -3.4406 0.2 0.0 0.0 0.110
C 2.6101 5.3185 0.8051 -1.1 2.6 0.1 -0.355
H 3.1603 2.8132 -2.0317 1.0 -0.1 1.3 0.135
H 6.5597 3.0159 0.4093 0.1 0.6 1.0 0.096
H -1.2504 2.5936 1.1473 0.1 -1.7 0.0 0.107
H -2.3786 -1.4856 -4.9590 0.0 -0.1 0.1 0.111
H -4.0934 -1.3433 -6.7222 0.0 -0.1 0.1 0.118
H 0.5954 3.2751 1.8748 -0.5 0.5 1.4 0.035
H -3.0515 -4.1527 -1.6620 0.0 -0.4 1.0 0.034
S -0.9927 3.1716 3.8689 0.0 -0.8 -1.0 0.809
H -2.5308 -3.1615 -5.5662 0.0 0.0 0.2 0.111
O 2.1231 6.4680 0.9673 2.0 -3.5 -0.2 0.019
C -3.0540 -2.3339 -5.0881 0.1 0.1 -0.5 -0.225
S -3.6240 -2.8269 -3.4709 0.0 0.8 -0.6 0.685
H -5.1574 -1.2032 -2.6373 0.1 -0.2 0.1 0.110
C 1.8564 3.7468 3.6423 0.1 -0.2 -0.5 -0.206
H -1.5796 -1.2040 0.1935 -1.5 0.1 0.6 0.116
C 0.4427 3.7865 2.8751 1.3 1.0 -0.3 -0.491
H 3.5660 2.3404 3.7176 -0.6 0.5 -1.5 0.119
O -3.8509 -4.1928 1.6113 0.3 0.2 0.0 -0.324
H -4.6170 -4.4761 -0.8681 0.1 0.0 0.1 0.116
H -4.4095 -7.0428 0.4808 0.1 0.0 0.0 0.120
H 7.3033 0.7038 1.2750 -0.6 0.4 1.3 0.097
C 4.6770 0.2038 1.5305 -0.6 -1.2 0.4 -0.087
H -6.1555 -0.9277 -5.1717 0.1 0.0 0.1 0.117
C 2.8392 2.6913 2.9053 -1.2 0.5 0.9 -0.115
H 0.8728 4.0355 -0.1269 1.5 0.9 0.4 0.116
H 2.0666 4.5710 -1.3458 0.4 0.0 1.7 0.127
C 1.9823 4.2909 -0.2444 0.5 -1.4 1.4 -0.036
H 4.4918 1.9476 -1.1268 -0.3 1.4 0.1 0.128
N -1.8872 0.9266 2.2906 2.1 -0.4 1.6 -0.175
C 3.5574 3.2762 1.5946 1.7 -1.0 -0.4 -0.278
H -0.0750 1.1966 1.0598 -1.3 -0.1 0.2 0.120
H 4.4320 -0.6067 2.2968 0.3 0.9 -1.1 0.102
C 3.8626 2.8948 -1.1221 -1.4 -1.1 -0.2 -0.142
C -1.1909 1.4449 1.0863 0.2 1.9 -0.8 -0.157
H 2.2470 2.0177 0.0981 1.0 1.4 0.4 0.140
H -4.6667 -0.1268 -4.6735 0.0 -0.1 0.0 0.120
H -3.0838 -0.7459 2.8547 1.6 0.2 -0.3 0.135
C -4.3218 -1.9193 -5.8236 -0.1 0.0 -0.1 -0.222
H 7.4981 1.9354 2.6167 -1.2 -0.9 -0.4 0.098
C -2.4323 -6.2990 0.9265 0.0 -0.5 0.2 -0.234
C -3.5714 -4.7802 -0.9410 0.1 -0.2 -0.1 -0.255
C -3.4425 -6.2640 -1.2884 0.0 -0.2 -0.1 -0.212
H -3.2515 -1.8091 0.6276 0.7 1.8 0.2 0.110
C 6.8762 1.0455 2.2881 1.1 -1.1 0.2 -0.105
C 2.8667 2.9857 0.1595 0.0 0.4 -1.9 -0.171
N 3.7836 4.7501 1.4780 -3.8 0.3 -0.7 0.114
H 1.7589 3.5104 4.7586 -0.1 0.1 -1.7 0.111
S -0.7748 0.3109 4.7694 -1.0 1.1 -1.5 0.611
O -3.0554 0.2523 -0.0347 1.3 -0.5 0.1 -0.159
H 2.2502 1.7502 2.5980 0.7 1.4 0.5 0.121
O -1.5885 -3.8345 0.5301 -0.2 0.1 0.4 -0.326
O -3.9627 -4.2314 -3.5168 0.1 0.2 -0.3 -0.320
S -2.8222 -4.5764 0.6698 0.1 -0.3 -0.3 0.668
H -4.2614 -6.5896 -1.9323 0.1 0.1 0.0 0.116
H -3.1101 -8.0815 -0.1210 0.0 0.1 0.0 0.115
C -5.1377 -1.1041 -4.8178 0.0 0.2 -0.1 -0.213
H -2.5382 -6.5515 1.9812 0.1 0.2 0.0 0.108
H 7.1125 0.1978 3.0310 -0.5 1.2 -1.1 0.102
O -2.7329 -2.2778 -2.4738 -0.1 -0.4 -0.1 -0.314
C -1.2626 1.3427 3.5318 0.4 -0.6 -0.4 -0.986
C -3.4125 -7.0431 0.0286 -0.1 -0.1 0.0 -0.222
H -4.8874 -2.8067 -6.1251 0.1 0.0 0.0 0.121
O 6.4136 4.9195 -1.9046 -0.1 -2.0 -0.7 0.044
B 5.0919 2.6432 1.6506 0.9 0.3 -0.4 -0.451
C -2.1558 -0.5366 2.2336 -1.6 -0.6 -1.7 -0.166
H -1.2660 -1.2017 2.4689 -1.1 0.9 0.2 0.107
H 2.3112 4.8037 3.6008 -0.6 -1.6 0.0 0.106
H 5.2686 -0.2931 0.6790 -0.6 0.8 1.2 0.102
```
Forces are in eV/Å.

***

The records above give, respectively, LUMO values of 0.4, -1.9, 0.1 eV.
The records above give, respectively, HOMO values of -9.61, -9.01, -7.96 eV.